Record 1
The following is a DFT calculation (ωB97M-V with the def2-TZVPD basis set) of one molecule with the formula C4H8N2O.

2S+1: 1
Lowest unoccupied orbital energy (eV): 1.02
Gap between HOMO and LUMO (Ha): 0.38957
Energy relative to the best compared isomer or geometry (same formula, charge and spin) (kcal/mol): 37.77
SMILES: NC(=O)CN1CC1

Atoms and positions in Å:
O1 2.380 -1.614 0.180
N1 -0.468 0.592 0.065
N2 1.970 0.119 -1.221
C1 1.706 -0.648 -0.135
C2 -1.730 0.786 0.763
C3 -1.665 -0.048 -0.460
C4 0.517 -0.247 0.731
H1 -2.039 0.346 -1.403
H2 2.693 -0.206 -1.846
H3 -2.150 1.789 0.725
H4 -1.768 -1.126 -0.339
H5 0.907 0.306 1.593
H6 1.379 0.895 -1.475
H7 -1.875 0.267 1.712
H8 0.142 -1.211 1.109

---

Record 2
The following is a DFT calculation (ωB97M-V with the def2-TZVPD basis set) of C4H14ClN4O4V as an isolated structure.

2S+1: 2
Lowest unoccupied orbital energy (alpha / beta) (eV): -8.38 / -7.29
Gap between HOMO and LUMO (alpha / beta) (Ha): 0.16112 / 0.20114
Total charge: +1
Energy relative to the best compared isomer or geometry (same formula, charge and spin) (kcal/mol): 198.35

Atoms and positions in Å:
V1 3.731 -0.099 1.047
Cl1 1.688 -0.342 0.770
O1 2.201 2.723 -1.493
O2 -0.968 -0.137 0.433
O3 1.374 -3.842 0.768
O4 3.274 -0.044 2.593
N1 0.706 1.172 -0.963
N2 -0.102 -2.142 0.514
N3 0.404 2.223 -2.752
N4 -0.813 -4.111 0.866
C1 0.268 -3.407 0.750
C2 -1.083 1.157 0.988
C3 1.132 2.115 -1.715
C4 -1.951 2.011 -0.004
H1 -0.093 1.596 1.113
H2 -1.471 1.199 2.005
H3 -0.427 1.666 -2.893
H4 -1.102 -2.034 0.417
H5 -1.748 -3.746 0.751
H6 -0.031 0.597 -1.347
H7 -0.791 -5.090 1.115
H8 0.557 -1.386 0.627
H9 0.568 2.956 -3.428
H10 -2.034 3.014 0.415
H11 -2.941 1.580 -0.152
H12 -1.462 2.118 -0.972
H13 -0.189 -0.589 0.767
H14 1.303 0.842 -0.219

---

Record 3
The following is a DFT calculation (ωB97M-V with the def2-TZVPD basis set) of a 12-piece molecular cluster, C26H76N4O12 overall.

2S+1: 1
Lowest unoccupied orbital energy (eV): 0.26
Gap between HOMO and LUMO (Ha): 0.32746
Energy relative to the best compared isomer or geometry (same formula, charge and spin) (kcal/mol): 304.28
SMILES: NC(N)=O.NC(N)=O.CC(C)O.CC(C)O.CC(C)O.CC(C)O.CC(C)O.CC(C)O.CC(C)O.CO.CO.CO

Atoms and positions in Å:
O1 -5.086 1.043 2.399
O2 -2.106 -3.219 -2.682
O3 4.659 3.692 -3.171
O4 2.632 1.684 0.532
O5 3.583 -2.420 -0.034
O6 0.344 4.470 2.168
O7 1.601 -1.218 -1.445
O8 2.156 2.780 4.646
O9 -2.390 0.318 2.902
O10 -2.718 4.163 -1.248
O11 0.171 0.888 -0.953
O12 -1.235 -5.290 -1.111
N1 0.941 0.891 5.320
N2 -2.602 2.103 -2.261
N3 0.222 2.072 3.663
N4 -0.706 3.125 -2.163
C1 -1.987 3.143 -1.865
C2 0.304 -3.735 -0.110
C3 2.222 -2.475 -3.364
C4 -0.624 -4.963 -0.049
C5 -2.136 -0.846 2.592
C6 3.750 -1.772 1.049
C7 -1.345 -1.262 -3.542
C8 3.842 2.745 -3.102
C9 1.099 1.909 4.592
C10 3.532 2.382 -4.581
C11 -0.876 -1.404 3.098
C12 -2.266 -1.562 -1.351
C13 2.818 2.055 1.865
C14 -6.637 2.079 0.944
C15 -0.176 0.636 0.354
C16 2.173 -1.093 -2.573
C17 -0.310 4.112 1.010
C18 2.584 3.054 -2.363
C19 -5.584 0.997 1.271
C20 -1.809 -4.723 0.880
C21 4.780 -2.484 2.013
C22 3.495 -0.340 -2.439
C23 2.466 -1.527 1.856
C24 -4.456 1.021 0.205
C25 -1.462 -2.201 -2.429
C26 -3.263 -1.762 2.903
H1 3.667 0.180 -3.359
H2 4.461 -3.388 2.322
H3 -1.910 -3.838 -1.968
H4 -0.461 -2.551 -2.147
H5 0.926 -3.700 -0.991
H6 0.350 1.267 1.053
H7 -0.792 -0.388 -3.184
H8 1.815 -0.753 1.445
H9 0.773 5.292 1.943
H10 2.994 -3.063 -2.894
H11 4.350 1.968 -2.625
H12 1.021 -0.445 -1.430
H13 2.864 1.485 -4.590
H14 4.419 2.273 -5.190
H15 -0.275 4.062 -1.997
H16 1.479 -0.482 -3.186
H17 -2.215 -0.956 -4.104
H18 -0.031 0.549 5.489
H19 -6.226 3.099 1.192
H20 -0.171 -0.622 3.161
H21 -0.051 1.867 -1.151
H22 1.005 -3.822 0.778
H23 -3.418 -1.913 3.900
H24 2.066 2.134 -2.039
H25 -0.417 -2.196 2.447
H26 -2.395 -5.665 1.111
H27 3.458 0.354 -1.652
H28 -4.744 0.832 -0.846
H29 -0.257 -2.854 0.134
H30 -3.705 0.252 0.535
H31 -0.776 -1.819 -4.192
H32 2.985 3.109 -5.017
H33 1.824 1.144 0.451
H34 5.047 -2.005 2.957
H35 -0.532 1.543 3.488
H36 -0.045 -5.860 0.296
H37 5.482 3.332 -3.415
H38 -0.171 2.492 -2.778
H39 -1.944 -0.529 -1.125
H40 4.305 -0.947 -2.303
H41 -2.462 -3.960 0.644
H42 -1.139 3.445 1.139
H43 2.802 1.202 2.521
H44 2.401 -2.349 -4.372
H45 -3.281 0.557 2.515
H46 2.796 -2.049 -0.422
H47 1.671 0.630 6.031
H48 -7.559 1.849 1.547
H49 -0.749 4.994 0.608
H50 -3.713 1.966 0.204
H51 3.760 2.630 1.852
H52 -2.223 -2.107 -0.453
H53 1.945 3.858 -2.782
H54 4.227 -0.873 0.705
H55 -2.106 1.427 -2.829
H56 0.359 3.710 0.263
H57 -0.565 -5.407 -1.810
H58 -3.129 -2.785 2.674
H59 2.108 2.870 2.070
H60 1.877 -2.476 2.044
H61 -5.124 1.961 2.706
H62 -0.117 -0.327 0.645
H63 -0.766 -1.834 4.069
H64 -3.586 1.978 -2.003
H65 2.925 3.533 -1.482
H66 0.337 2.852 3.039
H67 -4.221 -1.520 2.522
H68 -6.881 2.158 -0.122
H69 5.769 -2.690 1.602
H70 -1.889 -0.724 1.516
H71 -3.359 -1.504 -1.634
H72 -1.174 0.972 0.482
H73 1.318 -2.971 -3.212
H74 -1.311 -4.445 1.815
H75 2.864 -1.251 2.847
H76 -6.160 0.176 1.119

---

Record 4
The following is a DFT calculation (ωB97M-V with the def2-TZVPD basis set) of a 2-piece molecular cluster, C6H9B overall.

2S+1: 1
Lowest unoccupied orbital energy (alpha / beta) (eV): -0.23 / -0.20
Gap between HOMO and LUMO (alpha / beta) (Ha): 0.26743 / 0.26918
Energy relative to the best compared isomer or geometry (same formula, charge and spin) (kcal/mol): 137.06

Atoms and positions in Å:
C1 -0.666 0.118 -0.291
C2 1.318 -1.101 -0.371
C3 -0.129 -1.098 -0.825
C4 1.992 -0.132 0.244
C5 -0.073 1.143 0.291
C6 1.453 1.271 0.405
B1 -3.363 -0.038 0.312
H1 -0.494 2.041 0.636
H2 1.613 2.081 -0.450
H3 -0.481 -2.073 -0.421
H4 -3.746 -0.941 -0.109
H5 1.816 -2.115 -0.406
H6 -3.886 0.759 0.815
H7 3.003 -0.415 0.659
H8 -0.059 -1.086 -1.972
H9 1.701 1.586 1.484

---

Record 5
The following is a DFT calculation (ωB97M-V with the def2-TZVPD basis set) of a 2-piece molecular cluster, C2H10N2S2 overall.

2S+1: 1
Lowest unoccupied orbital energy (eV): 0.02
Gap between HOMO and LUMO (Ha): 0.31224
Energy relative to the best compared isomer or geometry (same formula, charge and spin) (kcal/mol): 37.08
SMILES: CSS.NCN

Atoms and positions in Å:
S1 -2.247 -0.666 -1.100
S2 -0.707 -1.967 -0.164
N1 1.625 2.239 0.858
N2 3.640 0.893 0.343
C1 2.471 1.078 1.255
C2 -2.240 0.855 -0.019
H1 0.911 1.833 0.073
H2 -2.270 0.511 1.048
H3 2.027 3.073 0.589
H4 4.058 0.053 0.573
H5 4.419 1.557 0.636
H6 -1.350 1.318 -0.371
H7 -2.986 1.552 -0.383
H8 2.680 1.198 2.352
H9 1.947 0.129 1.164
H10 -0.422 -2.622 -1.274

---

Record 6
The following is a DFT calculation (ωB97M-V with the def2-TZVPD basis set) of a 5-piece molecular cluster, C32H29ClF7N2O10P2 overall.

2S+1: 1
Lowest unoccupied orbital energy (eV): -3.95
Gap between HOMO and LUMO (Ha): 0.27466
Total charge: +1

Atoms and positions in Å:
Cl1 0.977 2.191 -1.414
P1 0.673 -0.318 -3.242
P2 5.177 0.954 -0.083
F1 3.794 -0.553 -3.831
F2 3.433 -2.484 -2.784
F3 4.132 -0.895 2.120
F4 2.366 -1.792 1.081
F5 4.992 -3.128 1.661
F6 5.361 -1.254 -2.402
F7 3.755 -3.574 -0.156
O1 0.797 -7.340 3.192
O2 -7.573 2.432 -4.996
O3 5.987 9.471 2.785
O4 -3.856 -0.400 -2.489
O5 6.612 0.008 -0.017
O6 4.072 4.577 2.079
O7 0.573 -1.960 -3.788
O8 -10.963 -2.214 0.962
O9 -7.532 -2.125 -3.078
O10 1.391 -2.523 5.321
N1 -1.019 0.175 -3.044
N2 3.696 -0.148 -0.122
C1 1.255 -3.630 4.834
C2 1.356 -5.081 2.861
C3 -8.321 -2.145 -2.149
C4 -5.751 2.426 -3.509
C5 2.640 0.841 0.397
C6 1.557 -0.441 -1.557
C7 -6.722 1.782 -4.421
C8 4.835 6.215 3.590
C9 -9.558 -1.337 -2.177
C10 4.513 5.705 2.241
C11 4.744 6.610 1.096
C12 -4.711 0.252 -3.067
C13 5.227 7.840 1.273
C14 1.506 -3.870 3.397
C15 -10.177 -2.194 0.036
C16 0.832 -4.785 5.654
C17 0.681 -5.997 5.119
C18 3.674 -1.282 0.831
C19 3.175 -0.351 -1.530
C20 -4.816 1.715 -2.880
C21 4.553 -2.557 0.427
C22 -10.422 -1.361 -1.161
C23 1.232 0.650 -0.403
C24 -6.615 0.320 -4.607
C25 0.932 -6.237 3.681
C26 5.318 7.445 3.769
C27 -5.680 -0.391 -3.978
C28 -8.939 -3.003 0.063
C29 3.984 -1.199 -2.584
C30 -8.076 -2.979 -0.953
C31 5.550 8.351 2.624
C32 5.234 1.968 1.502
H1 4.900 3.041 1.242
H2 0.371 -6.853 5.705
H3 0.653 -4.591 6.704
H4 -7.333 -0.136 -5.277
H5 -7.164 -3.563 -0.950
H6 4.547 1.622 2.333
H7 0.071 -2.486 -3.118
H8 -5.588 -1.461 -4.103
H9 -9.722 -0.732 -3.060
H10 5.498 -2.341 -0.154
H11 5.560 7.833 4.750
H12 4.659 5.538 4.417
H13 -4.098 2.170 -2.209
H14 0.293 0.531 0.212
H15 -5.844 3.498 -3.384
H16 1.815 -3.015 2.813
H17 1.182 -1.443 -1.135
H18 -1.140 0.460 -2.063
H19 -8.776 -3.608 0.946
H20 -1.605 -0.662 -3.226
H21 1.534 -5.274 1.810
H22 4.502 6.221 0.115
H23 2.517 0.938 1.516
H24 6.619 -0.422 0.872
H25 3.307 0.719 -1.944
H26 5.403 8.517 0.446
H27 2.985 1.822 -0.101
H28 -11.333 -0.776 -1.164
H29 6.329 2.073 1.831

---

Record 7
The following is a DFT calculation (ωB97M-V with the def2-TZVPD basis set) of C29H87BrCoN16O12 as an isolated structure.

2S+1: 4
Lowest unoccupied orbital energy (alpha / beta) (eV): -0.23 / -0.24
Gap between HOMO and LUMO (alpha / beta) (Ha): 0.27958 / 0.27930
Energy relative to the best compared isomer or geometry (same formula, charge and spin) (kcal/mol): 46.72

Atoms and positions in Å:
Br1 0.194 -0.941 -0.524
Co1 1.467 -3.333 0.117
O1 0.752 -3.749 1.937
O2 2.623 -2.988 -1.778
O3 6.276 0.125 -1.488
O4 -5.242 3.175 4.243
O5 -4.499 -3.479 -3.523
O6 1.233 -0.033 5.130
O7 -0.680 0.549 -5.572
O8 3.215 -2.231 0.771
O9 -2.564 2.663 -2.917
O10 2.464 3.998 0.875
O11 0.414 -4.512 -1.052
O12 -3.802 -2.571 4.416
N1 2.813 1.544 -1.470
N2 -1.515 -5.070 -2.020
N3 0.440 1.969 2.025
N4 3.413 -2.762 2.925
N5 -2.939 -0.418 1.401
N6 -2.582 2.504 1.731
N7 4.254 -2.664 -3.298
N8 5.179 -2.391 1.860
N9 -0.678 1.490 -2.864
N10 0.063 -1.422 -4.977
N11 2.740 -1.220 -3.213
N12 2.536 4.906 -1.888
N13 -1.813 1.800 -1.083
N14 1.195 -0.195 -6.525
N15 -2.479 -1.211 -3.703
N16 -0.040 -6.633 -1.743
C1 0.711 2.900 4.307
C2 3.176 -2.304 -2.669
C3 0.448 0.376 3.942
C4 -4.602 -4.857 -3.692
C5 -0.301 -5.351 -1.586
C6 0.994 1.683 3.379
C7 -3.992 -0.142 -5.252
C8 1.667 5.530 -0.845
C9 0.276 4.878 -0.986
C10 3.872 -2.383 1.780
C11 -3.641 -1.490 2.116
C12 -4.653 3.010 2.955
C13 0.126 -0.331 -5.676
C14 4.947 0.314 -0.941
C15 -3.059 3.061 2.991
C16 6.853 -1.163 -1.233
C17 -1.724 1.996 -2.294
C18 0.883 -1.364 5.613
C19 -5.173 1.949 4.982
C20 4.795 2.742 -1.768
C21 -3.579 -2.804 1.392
C22 -3.254 -1.480 3.595
C23 -2.840 -3.066 5.363
C24 3.464 3.771 1.855
C25 -3.874 -1.226 -4.132
C26 4.206 1.320 -1.837
C27 -4.286 -2.715 -4.637
C28 -2.364 4.389 3.140
C29 2.335 5.397 0.507
H1 -3.061 -2.832 0.434
H2 -4.462 -0.938 -3.261
H3 4.643 3.270 -2.710
H4 -3.127 -0.579 0.422
H5 1.278 0.587 -7.159
H6 -2.017 -3.592 4.880
H7 4.440 3.237 -0.863
H8 0.843 -6.944 -1.366
H9 0.861 -2.037 -4.903
H10 -3.441 0.756 -4.974
H11 5.882 2.673 -1.730
H12 -4.180 1.539 5.167
H13 -4.670 -1.163 1.960
H14 2.444 -3.048 2.934
H15 1.140 2.484 1.510
H16 0.351 1.076 1.561
H17 7.146 -1.265 -0.188
H18 4.376 -0.603 -1.088
H19 1.907 4.762 -2.665
H20 5.562 -2.643 2.760
H21 -3.338 -3.806 5.990
H22 -0.183 -1.487 5.806
H23 -5.142 -2.747 -5.311
H24 -2.102 -5.809 -2.379
H25 4.426 4.149 1.510
H26 1.826 -0.911 -2.915
H27 -2.796 1.518 1.769
H28 3.386 -0.659 -3.750
H29 -3.183 -3.629 1.985
H30 -3.580 -0.432 -6.219
H31 -5.534 2.312 5.945
H32 1.401 -1.457 6.567
H33 3.291 5.917 0.449
H34 -1.292 4.232 3.014
H35 -0.531 1.639 -3.853
H36 -1.973 -0.709 1.354
H37 4.700 -3.542 -3.074
H38 4.965 0.537 0.126
H39 -0.394 5.313 -0.244
H40 -0.825 -1.544 -4.513
H41 -1.932 -0.406 -3.972
H42 -0.228 4.980 -1.947
H43 -5.981 1.264 4.727
H44 1.354 -2.086 4.946
H45 -0.344 3.034 4.544
H46 2.735 3.943 -1.658
H47 -3.444 -2.979 -5.277
H48 -1.015 1.265 -0.773
H49 -0.632 0.370 4.086
H50 2.786 2.146 -0.659
H51 -1.585 2.345 1.691
H52 -3.636 -5.328 -3.870
H53 4.056 -2.796 3.703
H54 -2.788 5.096 2.427
H55 5.724 -2.095 1.063
H56 3.124 4.139 2.823
H57 2.379 0.661 -1.244
H58 2.081 1.622 3.345
H59 1.818 5.887 1.332
H60 7.739 -1.289 -1.855
H61 4.467 -1.976 -4.007
H62 0.637 -0.386 3.186
H63 -5.094 2.103 2.541
H64 1.508 6.595 -1.011
H65 3.603 2.690 1.882
H66 0.432 3.809 -0.845
H67 -4.614 -3.096 1.209
H68 -5.026 -5.439 -2.874
H69 -2.692 2.483 3.839
H70 -0.147 0.798 -2.356
H71 0.176 -3.464 2.673
H72 -0.581 -7.354 -2.199
H73 1.807 -0.985 -6.670
H74 4.314 0.927 -2.848
H75 -3.523 -0.561 4.116
H76 -2.335 -2.452 6.108
H77 -2.164 -1.460 3.610
H78 1.201 2.764 5.271
H79 -5.064 -5.054 -4.660
H80 1.144 3.781 3.833
H81 -2.436 4.805 4.145
H82 6.168 -1.971 -1.489
H83 -1.933 -4.161 -1.883
H84 -2.580 2.001 -0.457
H85 -5.021 0.204 -5.344
H86 -2.312 -1.393 -2.724
H87 -5.031 3.856 2.381

---

Record 8
The following is a DFT calculation (ωB97M-V with the def2-TZVPD basis set) of a 2-piece molecular cluster, CH3N2O2 overall.

2S+1: 1
Lowest unoccupied orbital energy (alpha / beta) (eV): 4.00 / 4.66
Gap between HOMO and LUMO (alpha / beta) (Ha): 0.28684 / 0.31205
Total charge: -1
Energy relative to the best compared isomer or geometry (same formula, charge and spin) (kcal/mol): 142.73

Atoms and positions in Å:
O1 2.852 0.369 -0.022
O2 1.207 -0.160 1.362
N1 1.620 0.189 0.238
N2 0.925 0.384 -0.783
C1 -1.669 -0.199 -0.173
H1 -1.718 -0.031 -1.221
H2 -1.747 0.646 0.439
H3 -1.469 -1.199 0.160